Record 1
A structure of composition C3H4AgLi2O2. Source: the Open Molecules 2025 dataset; level of theory: wB97M-V/def2-TZVPD.

Last column: Löwdin charge in e.
Positions of all 12 atoms, in Å:
O  0.774  -0.251  0.589  -0.18
C  1.524  0.205  -0.433  -0.44
C  -0.498  -0.947  0.204  -0.35
O  2.536  0.833  -0.040  -0.21
C  -1.476  0.202  0.003  -0.34
Ag  4.892  0.153  -0.955  0.86
H  -0.798  -1.470  1.126  0.10
H  -0.279  -1.912  -0.265  0.11
H  -1.633  -0.011  1.079  -0.02
H  -2.350  0.652  -0.511  -0.04
Li  -0.841  0.530  -2.067  0.72
Li  -1.850  2.015  1.271  0.81

Results
Energy above the lowest of the compared OMol25 structures with the same formula, charge and spin (kJ/mol): 128.2
E_HOMO (eV): -9.5
Gap between HOMO and LUMO (Ha): 0.1658
Lowest unoccupied orbital energy (eV): -5.0
Net charge: +1



Record 2
A structure of composition C3H4AgO2. Source: the Open Molecules 2025 dataset; level of theory: wB97M-V/def2-TZVPD.

Last column: Löwdin charge in e.
Positions of all 10 atoms, in Å:
O  -1.010  0.314  -1.659  -0.23
Ag  0.442  -1.004  -0.979  0.75
C  -1.139  1.030  -0.642  -0.28
O  -0.165  0.552  0.288  -0.38
C  0.034  1.241  1.514  -0.11
H  -0.917  1.280  2.058  0.08
H  0.784  0.708  2.109  0.08
H  0.384  2.258  1.301  0.08
C  0.795  -2.699  -2.258  0.11
H  0.792  -3.680  -1.730  -0.11

Results
Energy above the lowest of the compared OMol25 structures with the same formula, charge and spin (kJ/mol): 475.1
E_HOMO (alpha / beta) (eV): -8.0 / -8.0
Gap between HOMO and LUMO (alpha / beta) (Ha): 0.2044 / 0.2117
Multiplicity: 2
Lowest unoccupied orbital energy (alpha / beta) (eV): -2.5 / -2.2



Record 3
A structure of composition C3H4AgO3. Source: the Open Molecules 2025 dataset; level of theory: wB97M-V/def2-TZVPD.

Last column: Löwdin charge in e.
Positions of all 11 atoms, in Å:
O  -0.121  -0.499  1.253  0.00
C  -0.972  0.429  0.841  -0.66
C  1.354  0.023  0.154  0.20
O  -2.162  0.444  1.319  0.00
O  -0.922  0.396  -0.549  -0.05
C  0.428  0.178  -1.031  -0.13
Ag  -2.516  -1.375  0.598  1.09
H  2.033  -0.831  0.160  0.13
H  1.808  0.947  0.524  0.13
H  0.397  -0.752  -1.609  0.14
H  0.674  1.042  -1.661  0.15

Results
Energy above the lowest of the compared OMol25 structures with the same formula, charge and spin (kJ/mol): 213.1
E_HOMO (alpha / beta) (eV): -11.7 / -15.8
Gap between HOMO and LUMO (alpha / beta) (Ha): 0.2206 / 0.2452
Multiplicity: 3
Lowest unoccupied orbital energy (alpha / beta) (eV): -5.7 / -9.1
Net charge: +1



Record 4
A structure of composition C3H4BaO2. Source: the Open Molecules 2025 dataset; level of theory: wB97M-V/def2-TZVPD.

Last column: Löwdin charge in e.
Positions of all 10 atoms, in Å:
O  2.924  0.458  0.045  -0.09
Ba  0.367  1.200  -0.065  2.09
O  5.164  0.159  -0.023  0.34
C  4.025  0.070  -0.106  -0.33
C  -1.760  -0.850  0.278  -0.16
C  -2.364  0.243  -0.230  -0.20
H  -1.382  -1.643  -0.374  0.09
H  -1.669  -0.994  1.359  0.09
H  -2.511  0.351  -1.309  0.09
H  -2.794  1.007  0.426  0.08

Results
Energy above the lowest of the compared OMol25 structures with the same formula, charge and spin (kJ/mol): 0.0
E_HOMO (eV): -19.5
Gap between HOMO and LUMO (Ha): 0.3944
Lowest unoccupied orbital energy (eV): -8.8
Net charge: +2



Record 5
A structure of composition C3H4BiO3. Source: the Open Molecules 2025 dataset; level of theory: wB97M-V/def2-TZVPD.

Last column: Löwdin charge in e.
Positions of all 11 atoms, in Å:
H  2.803  0.179  -0.484  0.11
Bi  2.162  0.695  1.439  1.48
O  -0.565  -1.450  -0.739  0.06
C  -1.216  -0.579  0.075  -0.61
C  0.864  -1.446  -0.545  -0.20
O  -2.308  -0.902  0.527  0.29
O  -0.533  0.481  0.326  0.03
C  1.260  -0.005  -0.352  -0.52
H  1.327  -1.884  -1.439  0.15
H  1.057  -2.118  0.303  0.14
H  1.198  0.735  -1.160  0.08

Results
Energy above the lowest of the compared OMol25 structures with the same formula, charge and spin (kJ/mol): 387.6
E_HOMO (alpha / beta) (eV): -15.1 / -13.9
Gap between HOMO and LUMO (alpha / beta) (Ha): 0.2978 / 0.1934
Lowest unoccupied orbital energy (alpha / beta) (eV): -7.0 / -8.6
Net charge: +1



Record 6
A cluster of 2 separate species, C3H4BrCl in total. Source: the Open Molecules 2025 dataset; level of theory: wB97M-V/def2-TZVPD.

Last column: Löwdin charge in e.
Positions of all 9 atoms, in Å:
C  -1.438  0.680  0.011  -0.70
C  -0.727  -0.371  -0.312  -0.73
C  1.824  -0.286  0.180  0.12
Cl  -1.040  -1.803  -1.046  0.66
Br  -3.312  0.879  -0.190  0.64
H  -1.140  1.455  0.601  -0.01
H  1.902  -0.582  1.211  -0.01
H  1.577  0.835  0.132  0.02
H  2.355  -0.808  -0.586  0.00

Results
Energy above the lowest of the compared OMol25 structures with the same formula, charge and spin (kJ/mol): 417.0
E_HOMO (alpha / beta) (eV): -8.8 / -8.8
Gap between HOMO and LUMO (alpha / beta) (Ha): 0.2831 / 0.2822
Lowest unoccupied orbital energy (alpha / beta) (eV): -1.1 / -1.1



Record 7
A cluster of 2 separate species, C3H4BrCl in total. Source: the Open Molecules 2025 dataset; level of theory: wB97M-V/def2-TZVPD.

Last column: Löwdin charge in e.
Positions of all 9 atoms, in Å:
C  -0.308  -1.133  -0.915  -0.12
C  -0.725  -0.343  0.023  -0.70
C  0.648  1.064  0.687  -0.50
Cl  2.168  0.903  -0.117  0.59
Br  -2.508  -0.131  0.641  0.65
H  -0.836  -2.005  -1.343  0.08
H  0.723  -0.945  -1.152  0.01
H  0.250  2.053  0.642  0.03
H  0.589  0.536  1.534  -0.03

Results
Energy above the lowest of the compared OMol25 structures with the same formula, charge and spin (kJ/mol): 232.9
E_HOMO (eV): -9.6
Gap between HOMO and LUMO (Ha): 0.3749
Lowest unoccupied orbital energy (eV): 0.6



Record 8
A structure of composition C3H4BrClO. Source: the Open Molecules 2025 dataset; level of theory: wB97M-V/def2-TZVPD.

Last column: Löwdin charge in e.
Positions of all 10 atoms, in Å:
C  -0.802  -0.554  0.490  -0.20
C  -1.221  0.037  -0.806  -0.13
C  2.265  0.804  -0.355  -0.99
O  -0.254  0.694  0.039  -0.19
Cl  2.390  1.878  0.890  0.55
Br  2.565  -0.983  0.278  0.57
H  -1.597  -0.541  1.362  0.14
H  -0.231  -1.500  0.502  0.06
H  -2.103  0.608  -0.700  0.09
H  -1.012  -0.444  -1.698  0.09

Results
Energy above the lowest of the compared OMol25 structures with the same formula, charge and spin (kJ/mol): 271.1
E_HOMO (alpha / beta) (eV): -7.9 / -10.5
Gap between HOMO and LUMO (alpha / beta) (Ha): 0.3148 / 0.3176
Multiplicity: 3
Lowest unoccupied orbital energy (alpha / beta) (eV): 0.7 / -1.9



Record 9
A cluster of 2 separate species, C3H4BrFO in total. Source: the Open Molecules 2025 dataset; level of theory: wB97M-V/def2-TZVPD.

Last column: Löwdin charge in e.
Positions of all 10 atoms, in Å:
C  -1.442  0.415  0.001  -0.13
C  -1.325  -1.026  0.253  -0.21
C  2.119  1.158  -0.201  -0.53
O  -2.186  1.139  -0.553  0.12
F  -2.402  -1.759  -0.210  -0.04
Br  2.423  -0.650  -0.004  0.62
H  -1.238  -1.215  1.326  0.13
H  -0.429  -1.403  -0.257  0.08
H  1.918  1.709  0.697  -0.02
H  2.563  1.633  -1.053  -0.02

Results
Energy above the lowest of the compared OMol25 structures with the same formula, charge and spin (kJ/mol): 388.6
E_HOMO (alpha / beta) (eV): -8.2 / -8.8
Gap between HOMO and LUMO (alpha / beta) (Ha): 0.2847 / 0.3230
Lowest unoccupied orbital energy (alpha / beta) (eV): -0.4 / 0.0



Record 10
An isolated molecule of C3H4BrFO. Source: the Open Molecules 2025 dataset; level of theory: wB97M-V/def2-TZVPD.

Last column: Löwdin charge in e.
Positions of all 10 atoms, in Å:
C  0.943  -0.647  0.374  -0.14
C  -0.257  -0.153  -0.434  -0.53
Br  -1.948  -1.174  0.196  0.64
C  -0.711  1.244  -0.297  -0.65
O  -1.079  2.005  -1.066  0.21
F  -0.638  1.652  0.970  0.10
H  1.274  -1.640  -0.012  0.09
H  1.820  0.060  0.300  0.10
H  0.737  -0.771  1.442  0.07
H  -0.141  -0.575  -1.473  0.12

Results
Energy above the lowest of the compared OMol25 structures with the same formula, charge and spin (kJ/mol): 0.0
E_HOMO (eV): -10.8
Gap between HOMO and LUMO (Ha): 0.3905
Lowest unoccupied orbital energy (eV): -0.2
SMILES: C[C@@H](Br)C(=O)F



Record 11
A cluster of 2 separate species, C3H4BrFO in total. Source: the Open Molecules 2025 dataset; level of theory: wB97M-V/def2-TZVPD.

Last column: Löwdin charge in e.
Positions of all 10 atoms, in Å:
C  -0.126  -0.818  -0.305  0.07
C  -0.655  0.399  -0.354  -0.07
C  -2.029  0.697  0.043  -0.47
O  -2.664  1.681  -0.126  0.16
F  -2.618  -0.362  0.692  0.06
H  0.884  -0.999  -0.636  0.05
H  -0.685  -1.669  0.048  0.07
H  -0.104  1.253  -0.719  0.11
Br  4.076  0.237  0.061  0.31
H  3.921  -0.419  1.296  -0.30

Results
Energy above the lowest of the compared OMol25 structures with the same formula, charge and spin (kJ/mol): 31.1
E_HOMO (eV): -11.2
Gap between HOMO and LUMO (Ha): 0.4122
Lowest unoccupied orbital energy (eV): 0.0
SMILES: C=CC(=O)F.Br



Record 12
A cluster of 3 separate species, C3H4BrN2S2 in total. Source: the Open Molecules 2025 dataset; level of theory: wB97M-V/def2-TZVPD.

Last column: Löwdin charge in e.
Positions of all 12 atoms, in Å:
C  3.353  0.921  0.905  -0.80
C  -0.241  1.409  -0.012  -0.67
C  -2.673  -3.190  -0.527  -0.51
N  2.332  1.286  0.604  0.08
N  0.137  2.505  -0.530  0.11
S  -1.100  -2.977  -0.788  0.61
S  -0.917  0.074  0.395  0.97
Br  4.879  0.239  1.503  0.91
H  -3.135  -4.096  -0.671  -0.02
H  -3.303  -2.410  -0.146  0.00
H  1.117  2.911  -0.219  0.18
H  -0.447  3.327  -0.515  0.15

Results
E_HOMO (eV): -12.0
Gap between HOMO and LUMO (Ha): 0.2414
Lowest unoccupied orbital energy (eV): -5.4
Net charge: +1



no.,total energy (hartree)
1,-428.7768
2,-413.8484
3,-488.8641
4,-292.0777
5,-556.5479
6,-3150.7352
7,-3150.8053
8,-3225.9255
9,-2865.6818
10,-2865.8298
11,-2865.8180
12,-3596.2410